1.
Entry from the OMol25 dataset: a cluster of 2 separate species, C4H13N3O in total (ωB97M-V with the def2-TZVPD basis set).

Last column: Mulliken charge in e.
Atoms and positions in Å:
C 1.09797 1.73050 -0.96021  -0.921
C 1.39413 -0.41933 1.02527  -0.874
N 0.84404 0.29222 -0.92720  -0.386
H 1.43429 -0.29423 -1.50957  0.351
H 0.65500 2.20581 -1.83944  0.321
H 2.17611 1.90505 -0.94869  0.337
H 0.65425 2.18629 -0.07593  0.299
H 2.38699 -0.11792 0.68197  0.352
H 1.35182 -1.49945 1.10075  0.310
H 1.27528 0.08779 1.97611  0.341
C -0.73570 -0.22805 0.78645  0.011
N -1.68030 -1.19283 1.24836  -0.665
N -0.74549 -1.45534 -1.35711  -0.559
C -0.56179 -0.17762 -0.73098  0.101
O -0.97181 1.07754 1.32486  -0.507
H -1.90038 1.32297 1.16525  0.317
H -1.61707 -1.28422 2.25555  0.231
H -2.65147 -0.97017 1.00884  0.266
H -0.43027 -1.50872 -2.31529  0.218
H -0.75993 -2.23146 -0.70841  0.214
H -1.21567 0.57116 -1.20059  0.242

Atomic forces in eV per Å
-0.146 -0.553 -0.165
-1.459 -0.444 2.049
-0.865 0.575 -0.733
-0.505 0.262 -0.142
0.134 0.145 -0.101
-0.085 0.037 -0.039
0.076 -0.025 0.037
-0.440 0.202 -0.708
0.114 -0.090 0.300
0.003 -0.374 0.499
1.303 0.716 -0.831
0.350 -0.255 0.135
-0.486 0.586 0.530
1.242 0.077 -0.715
0.091 -0.208 -0.155
0.247 -0.148 0.095
-0.046 0.012 -0.021
0.321 -0.017 -0.027
-0.001 -0.510 0.465
0.242 -0.049 -0.596
-0.090 0.062 0.124

Its multiplicity is 1. The frontier orbital gap (spin up / spin down) comes out at 0.2845 / 0.2846 Eh. The total energy is -10872.2805 eV.

2.
Entry from the OMol25 dataset: a cluster of 2 separate species, C4H13N3O in total (ωB97M-V with the def2-TZVPD basis set).

Last column: Mulliken charge in e.
Atoms and positions in Å:
H 2.47540 -0.05627 2.40806  0.229
N 2.95340 0.69471 1.92890  -0.691
C 2.60860 1.02221 0.75864  0.047
N 1.60469 0.51683 -0.00605  -0.091
C 0.76170 -0.59076 0.41318  -0.708
C 0.43491 -1.44818 -0.78802  -0.613
C -0.34546 -0.73192 -1.90769  -0.753
N -1.26539 0.32175 -1.50221  -0.579
H 3.22878 1.76524 0.26672  0.347
H 1.41483 0.87115 -0.92712  0.195
H -0.12873 -0.20061 0.90650  0.252
H 1.28712 -1.21298 1.13315  0.440
H 1.38854 -1.83832 -1.14874  0.324
H -0.12010 -2.34812 -0.53726  0.355
H 0.33124 -0.35457 -2.68385  0.337
H -0.93657 -1.45175 -2.45722  0.399
H -2.10624 -0.05357 -1.06032  0.242
H -0.83414 0.99367 -0.88256  0.269
O -4.39001 1.01280 1.93228  -0.644
H -3.51176 1.22028 2.27260  0.319
H -4.85081 1.86842 1.88103  0.325

Atomic forces in eV per Å
-0.491 -0.006 -0.292
0.839 0.233 0.628
0.066 -0.276 -0.007
-0.403 -0.443 -0.076
0.005 0.136 -0.046
-0.084 -0.385 -0.412
0.158 0.196 -0.282
-0.310 -0.151 -0.036
-0.206 0.256 -0.187
0.389 0.193 0.023
-0.189 -0.140 0.095
0.151 0.087 0.106
0.037 0.118 -0.321
-0.212 0.029 0.583
0.075 0.277 0.275
-0.144 -0.352 -0.046
0.431 0.214 -0.068
-0.134 0.018 0.072
-0.127 0.469 -0.029
-0.149 0.019 -0.020
0.298 -0.492 0.041

Its SMILES is [H]/N=C\NCCCN.O. Its multiplicity is 1. The frontier orbital gap comes out at 0.3519 Eh. The total energy is -10876.0656 eV.

3.
Entry from the OMol25 dataset: a cluster of 2 separate species, C4H13N3O in total (ωB97M-V with the def2-TZVPD basis set).

Last column: Mulliken charge in e.
Atoms and positions in Å:
C -0.67020 1.02410 1.80672  -0.329
C -1.07963 1.51195 0.55620  -0.322
N -1.65711 0.73371 -0.39444  -0.742
N 0.07305 1.98591 2.67383  -0.325
H -0.71172 0.01910 2.23787  0.423
H -0.95628 2.58174 0.33756  0.149
H -2.03463 1.33298 -1.11042  0.173
H -0.94135 -0.62999 -0.07069  0.380
H 1.07115 1.71341 2.78494  0.350
H -0.33414 2.21325 3.56930  0.330
H 0.12677 2.87779 2.15565  0.330
C 0.38772 -1.89819 -0.80295  -0.583
O -0.44027 -1.41569 0.24782  -0.531
C 1.03555 -0.71404 -1.52328  -0.119
N 1.98877 -1.30829 -2.46980  -0.631
H 1.23720 -2.54970 -0.41750  0.303
H -0.31022 -2.40233 -1.50626  0.292
H 0.30776 -0.09962 -2.03788  0.313
H 1.55246 -0.09501 -0.75406  0.073
H 1.64588 -2.22776 -2.69447  0.233
H 1.99563 -0.83061 -3.36392  0.235

Atomic forces in eV per Å
-0.241 0.575 -0.255
-0.950 -2.000 -0.329
0.717 1.904 1.775
1.168 0.443 -1.395
-0.027 0.552 -0.592
0.091 0.056 0.308
0.063 0.005 -0.381
-0.423 -0.007 -0.514
-0.727 0.085 0.311
-0.189 -0.246 0.484
-0.163 -0.355 0.190
-0.771 1.020 0.524
1.271 -1.545 0.664
0.767 -0.565 0.177
0.325 0.302 -0.315
-1.318 0.487 -0.350
0.875 -0.355 0.025
-0.352 0.140 0.140
-0.235 -0.293 -0.550
0.044 -0.411 -0.078
0.076 0.208 0.161

Its multiplicity is 1. The frontier orbital gap comes out at 0.2501 Eh. The total energy is -10873.2670 eV.

4.
Entry from the OMol25 dataset: a cluster of 2 separate species, C4H13N4O in total (ωB97M-V with the def2-TZVPD basis set).

Last column: Mulliken charge in e.
Atoms and positions in Å:
C -2.68381 1.76459 -1.12387  -0.962
C -1.91283 0.72082 -1.80707  0.709
O -0.76524 0.32306 -1.71473  -0.725
N -2.68939 -0.06917 -2.69149  -0.440
H -3.33602 2.33231 -1.82877  0.342
H -1.89488 2.47122 -0.80453  0.253
H -2.18129 -0.69136 -3.31360  0.235
H -3.58495 0.14748 -3.07709  0.205
H -3.35356 1.55666 -0.29960  0.302
C 2.43508 -1.76894 2.44606  -0.944
C 1.44293 -0.12881 0.90928  0.561
N 1.40325 1.08296 0.36426  -0.302
N 1.84391 -0.43932 2.17500  -0.233
N 0.88463 -1.14235 0.24844  -0.290
H 1.09260 1.18612 -0.58218  0.243
H 1.96932 1.82644 0.80894  0.229
H 2.41954 0.25748 2.70349  0.309
H 0.77546 -2.09851 0.61737  0.249
H 0.21072 -1.02859 -0.50732  0.254
H 1.73466 -2.55233 2.74091  0.306
H 3.20524 -1.62165 3.19707  0.343
H 2.98465 -2.12812 1.53943  0.358

Atomic forces in eV per Å
0.731 2.844 -0.154
-2.720 -4.043 -2.852
1.162 1.229 1.307
1.007 0.519 0.247
0.626 -0.555 0.181
-0.668 0.002 0.295
0.151 0.169 0.500
-0.448 0.624 0.350
0.325 -0.818 0.258
0.716 -0.428 -1.182
-1.419 -1.294 0.548
1.452 0.611 1.742
1.834 1.354 0.360
-0.701 -1.564 -0.619
-0.366 0.033 -0.389
-0.765 -0.694 -0.673
-1.144 -0.460 -1.091
0.551 1.171 0.307
0.514 0.884 -0.182
-0.132 0.390 0.163
-0.244 -0.186 0.246
-0.463 0.211 0.640

Its multiplicity is 1. As for the charge: +1. The frontier orbital gap comes out at 0.3951 Eh. The total energy is -12361.8187 eV.

5.
Entry from the OMol25 dataset: a cluster of 2 separate species, C4H13N4O in total (ωB97M-V with the def2-TZVPD basis set).

Last column: Mulliken charge in e.
Atoms and positions in Å:
C -0.04629 -1.03901 2.88530  -0.898
C 0.47140 -1.67305 0.51504  0.672
N 1.44242 -1.74737 -0.47593  -0.382
N 0.82820 -1.65138 1.83746  -0.145
N -0.88612 -1.20132 0.06824  -0.397
H 2.31073 -2.12952 -0.14907  0.229
H 1.16864 -1.79930 -1.49012  0.269
H 1.60914 -2.06818 2.16100  0.194
H -1.58514 -0.92292 0.64548  0.248
H -1.01833 -0.75576 -0.91324  0.225
H -0.83195 -1.66824 3.43838  0.312
H -0.74017 -0.27918 2.63123  0.311
H 0.69902 -0.64346 3.54840  0.349
C 0.83984 2.43837 -1.17232  -1.093
C -0.51561 1.75065 -1.40392  0.808
O -0.63509 0.75776 -2.08547  -0.708
N -1.49358 2.07194 -0.58255  -0.419
H 1.66449 1.85493 -1.22558  0.303
H 0.81496 3.04067 -0.19425  0.348
H -2.46969 2.08393 -0.82343  0.258
H -1.23278 2.84209 0.16890  0.231
H 0.95932 3.21792 -1.98924  0.283

Atomic forces in eV per Å
-0.353 -1.750 1.080
-2.436 3.605 -1.737
-2.613 -0.494 0.925
-5.934 1.690 -3.001
6.394 -1.979 -2.669
0.401 -0.069 -0.491
0.425 -0.071 1.719
3.115 -1.661 0.911
-1.884 0.568 2.678
0.975 -0.921 1.813
1.875 -0.261 -0.730
0.221 1.249 -1.433
-0.197 0.270 0.800
-3.199 4.190 0.173
2.465 -1.274 0.669
0.158 -0.942 -1.755
-0.561 4.369 4.335
2.227 -2.236 -0.098
0.190 -0.955 -1.386
-0.042 -0.484 -0.307
-1.049 -2.055 -2.373
-0.177 -0.790 0.876

Its multiplicity is 1. As for the charge: +1. The frontier orbital gap comes out at 0.3776 Eh. The total energy is -12359.9570 eV.

6.
Entry from the OMol25 dataset: a structure of composition C4H13N5 (ωB97M-V with the def2-TZVPD basis set).

Last column: Mulliken charge in e.
Atoms and positions in Å:
C 1.59314 -0.76149 1.46672  -1.589
N -0.67777 -0.30524 0.08730  0.937
C 0.66547 0.29820 0.90217  0.697
N -0.90332 -1.69797 0.27557  -0.917
N -1.91581 0.34138 0.38361  -0.847
N 0.31908 1.38603 1.52424  -0.778
H -1.54588 -1.98202 -0.46212  0.303
H -0.02658 -2.18406 0.12359  0.208
H -2.27118 -0.12969 1.21475  0.289
H -1.63103 1.27032 0.71114  0.310
H 0.99249 1.65561 2.23416  0.248
H 1.93137 -1.47297 0.70989  0.347
H 2.47910 -0.26173 1.85891  0.501
H 1.10514 -1.29449 2.28546  0.354
C -0.37699 1.51786 -1.75658  -1.285
C 0.00575 0.11069 -1.37797  0.821
N 0.19657 -0.78058 -2.27933  -0.822
H 0.33778 -1.72765 -1.94112  0.204
H 1.12024 0.43719 -0.37630  -0.019
H 0.26579 1.82426 -2.58048  0.391
H -1.41882 1.54459 -2.07811  0.296
H -0.24456 2.21175 -0.92547  0.352

Atomic forces in eV per Å
-0.243 -0.131 -0.045
0.905 0.104 -0.062
-0.125 0.116 -1.154
0.028 0.260 -0.081
0.314 -0.015 -0.166
-0.118 -0.070 -0.110
0.024 -0.016 0.031
0.001 0.058 0.036
0.080 -0.044 -0.090
0.087 -0.007 0.023
-0.112 -0.087 -0.048
-0.020 0.009 0.031
-0.057 0.038 -0.042
0.036 -0.003 -0.033
0.242 0.043 0.240
-1.280 -0.583 -0.073
0.233 0.498 0.668
-0.104 -0.011 0.055
0.100 0.014 0.755
-0.068 -0.062 0.016
0.059 -0.070 0.014
0.019 -0.043 0.035

Its multiplicity is 1. The frontier orbital gap (spin up / spin down) comes out at 0.3048 / 0.3048 Eh. The total energy is -11803.9862 eV.

Repeat the second record exactly.
Entry from the OMol25 dataset: a cluster of 2 separate species, C4H13N3O in total (ωB97M-V with the def2-TZVPD basis set).

Last column: Mulliken charge in e.
Atoms and positions in Å:
H 2.47540 -0.05627 2.40806  0.229
N 2.95340 0.69471 1.92890  -0.691
C 2.60860 1.02221 0.75864  0.047
N 1.60469 0.51683 -0.00605  -0.091
C 0.76170 -0.59076 0.41318  -0.708
C 0.43491 -1.44818 -0.78802  -0.613
C -0.34546 -0.73192 -1.90769  -0.753
N -1.26539 0.32175 -1.50221  -0.579
H 3.22878 1.76524 0.26672  0.347
H 1.41483 0.87115 -0.92712  0.195
H -0.12873 -0.20061 0.90650  0.252
H 1.28712 -1.21298 1.13315  0.440
H 1.38854 -1.83832 -1.14874  0.324
H -0.12010 -2.34812 -0.53726  0.355
H 0.33124 -0.35457 -2.68385  0.337
H -0.93657 -1.45175 -2.45722  0.399
H -2.10624 -0.05357 -1.06032  0.242
H -0.83414 0.99367 -0.88256  0.269
O -4.39001 1.01280 1.93228  -0.644
H -3.51176 1.22028 2.27260  0.319
H -4.85081 1.86842 1.88103  0.325

Atomic forces in eV per Å
-0.491 -0.006 -0.292
0.839 0.233 0.628
0.066 -0.276 -0.007
-0.403 -0.443 -0.076
0.005 0.136 -0.046
-0.084 -0.385 -0.412
0.158 0.196 -0.282
-0.310 -0.151 -0.036
-0.206 0.256 -0.187
0.389 0.193 0.023
-0.189 -0.140 0.095
0.151 0.087 0.106
0.037 0.118 -0.321
-0.212 0.029 0.583
0.075 0.277 0.275
-0.144 -0.352 -0.046
0.431 0.214 -0.068
-0.134 0.018 0.072
-0.127 0.469 -0.029
-0.149 0.019 -0.020
0.298 -0.492 0.041

Its SMILES is [H]/N=C\NCCCN.O. Its multiplicity is 1. The frontier orbital gap comes out at 0.3519 Eh. The total energy is -10876.0656 eV.